13
Properties=species:S:1:pos:R:3:nbo_charge:R:1 method="wB97M-V/def2-TZVPD" orbital_gap_ha=0.3260 e_lumo_ev=4.310 relative_energy_kj_mol=76.03 total_charge=-1 largest_force_ev_per_a=0.53 energy_ha=-398.46509
C -1.200 0.026 -2.803 -0.5996
C -0.285 0.160 -1.848 0.1988
O 0.541 -0.824 -1.472 -0.7509
H -1.824 0.874 -3.048 0.1804
H -1.396 -0.914 -3.296 0.1816
H -0.101 1.117 -1.376 0.1751
H 0.732 -0.799 -0.472 0.5256
N 0.702 0.086 3.100 -0.9110
C 0.531 0.097 1.707 0.8692
O 0.960 -0.942 1.116 -0.8233
O 0.006 1.103 1.205 -0.7858
H 0.219 0.745 3.678 0.3700
H 1.116 -0.729 3.510 0.3701